{"formula": "C30H56N2O7P2S4SbSi3Ti", "method": "ωB97M-V/def2-TZVPD", "lumo_energy_ev": -3.575, "homo_ev": -10.017, "total_charge": 1, "e_above_lowest_kj_mol": 137.0, "homo_lumo_gap_ev": 6.442, "elements": ["H", "C", "H", "H", "H", "H", "C", "H", "Si", "C", "H", "H", "C", "C", "H", "H", "H", "C", "H", "C", "H", "H", "S", "H", "N", "C", "H", "H", "N", "C", "C", "O", "H", "C", "H", "H", "C", "H", "C", "O", "O", "H", "H", "H", "H", "H", "H", "Ti", "O", "H", "C", "C", "C", "H", "Si", "S", "H", "H", "C", "H", "H", "H", "C", "O", "H", "H", "C", "Si", "C", "C", "P", "C", "H", "C", "Sb", "C", "H", "H", "H", "C", "H", "H", "H", "P", "H", "H", "H", "S", "H", "H", "C", "C", "H", "H", "C", "H", "H", "C", "H", "O", "H", "O", "C", "S", "H", "H"], "xyz": [[-3.874274, 1.354667, 1.484328], [0.835361, 1.448442, -3.048914], [5.465544, -0.943348, -2.518571], [-5.705263, -0.554927, -4.537789], [5.662821, -0.188064, 3.952094], [-3.638377, -2.520542, 2.958489], [6.340098, -0.338589, -0.637131], [-5.614932, 1.671115, 0.075884], [-1.182392, -2.490082, 2.450363], [0.667498, 0.970742, -1.783121], [-4.107810, -0.045209, -5.053774], [2.464426, 1.648931, 3.717663], [-1.031224, -0.917096, 1.343400], [-0.261206, 1.403207, -3.917094], [2.263332, -4.323111, 0.113821], [-2.231833, 2.401254, 0.742326], [-1.448797, 3.164962, -0.631174], [-1.004117, 1.140903, 4.320537], [-2.418521, -2.277732, -3.626817], [4.670852, 2.892337, -0.080905], [-5.008604, 0.020799, 1.769499], [-1.428739, -4.909265, 1.949229], [3.261717, 2.458603, 1.002655], [1.230622, -2.988119, 2.670741], [-0.524596, 0.496466, -1.314282], [-2.723751, -2.579039, 3.553404], [4.274297, 3.298493, 3.009743], [-4.045540, 2.819529, -3.783451], [-1.190676, 0.139109, 3.470979], [-1.472406, 0.973333, -3.445842], [-0.778691, 0.255489, 2.200730], [3.861547, -2.577827, -0.724501], [-0.149227, 1.716403, -4.946162], [-1.626289, 0.534940, -2.115289], [5.970609, -2.192522, 1.707434], [-0.261398, 3.125559, 4.687855], [-0.396311, 2.333336, 3.965853], [0.560357, 3.366942, 2.337384], [-0.125095, 1.420241, 1.773908], [-0.598076, -2.359983, -1.138044], [-0.239765, -1.578755, -3.538879], [7.149968, 0.357665, -0.413507], [-2.339564, 0.948016, -4.087266], [-5.135143, 1.050455, -4.116204], [1.498236, 0.987755, -1.074044], [-3.980215, 4.195960, -2.700552], [-2.741400, -1.788494, 4.298202], [0.104209, -1.018323, -0.237076], [1.811588, -1.235731, 0.316301], [-4.019359, -2.999804, -3.727143], [5.176968, -0.939534, 3.331474], [4.182659, 2.299992, 2.578728], [-4.824890, 0.012941, -4.234179], [-5.604705, -2.226014, -1.208446], [-3.600684, 2.161746, -1.365149], [5.096513, -0.229089, 0.687927], [5.174101, 1.929445, 2.320918], [-1.366570, 0.966589, 5.327611], [5.694134, -0.018066, -1.992023], [-3.502385, 0.098102, 2.684220], [-6.607207, -1.138305, -2.161130], [4.016562, 1.444989, 4.548784], [0.063223, 2.462774, 2.664328], [0.361419, -3.957071, -2.854479], [6.960179, -0.770498, 2.106111], [6.733121, -1.355571, -0.631227], [-5.688126, -1.203837, -1.579757], [-4.166112, -0.781144, -2.645834], [-2.973103, 0.321863, -1.557154], [-3.351593, -2.420260, -3.088128], [2.443028, -2.308139, -0.600393], [-3.513753, 3.235044, -2.927637], [1.799679, 1.811784, -3.369142], [0.461197, -2.638935, 3.362269], [-2.967684, -0.987277, 0.263394], [-5.424228, 2.154277, -0.880404], [0.255614, 1.515367, 0.766766], [4.866210, 3.960483, 0.026134], [-2.489436, 3.439556, -3.236731], [5.939966, -1.145395, 2.012646], [-3.141381, -3.007793, -2.192622], [0.399746, -3.341608, 4.193732], [6.343847, 0.601431, -2.609059], [0.232805, -2.444847, -2.473930], [-2.727897, -3.534566, 4.079923], [3.579379, 3.105185, -1.938662], [-5.788438, -0.553148, -0.709761], [4.067261, 0.801644, -1.930039], [0.791993, -1.681951, 3.756713], [-6.017665, 1.644059, -1.640002], [-1.353431, -4.015628, 1.327902], [-2.415390, 2.994873, -0.150615], [5.318477, 2.830948, -2.131846], [-2.237604, -3.977984, 0.690240], [4.438881, 2.556845, -1.548516], [-2.799652, 3.966284, 0.164235], [5.523267, 2.329765, 0.295169], [3.510252, 1.374051, 3.585098], [-5.785407, 3.181181, -0.815054], [1.633908, -3.666193, -0.219774], [0.629462, -4.553630, -2.140598], [1.735237, -1.973132, -2.040117], [-3.956750, 0.297182, 1.716197], [3.438549, -0.394012, 3.130776], [-0.479736, -4.128276, 0.691069], [5.126701, -1.875589, 3.884758]], "atomic_forces_ev_per_a": [[0.04, -0.02, 0.05], [-0.01, 0.00, -0.02], [0.06, 0.04, -0.06], [-0.01, -0.07, 0.01], [0.06, -0.07, 0.05], [-0.04, -0.06, 0.03], [-0.14, -0.03, 0.41], [-0.06, 0.00, 0.00], [0.02, -1.11, 0.38], [0.15, 0.40, -0.14], [0.02, 0.04, -0.05], [-0.01, 0.03, 0.14], [-0.01, -0.22, -0.28], [0.04, 0.04, 0.14], [-0.05, 0.01, -0.03], [-0.01, 0.03, 0.02], [0.00, 0.02, -0.06], [-0.05, -0.06, 0.01], [0.04, 0.02, -0.11], [-0.19, 0.04, 0.19], [-0.03, -0.05, -0.10], [-0.02, 0.01, 0.11], [0.17, 0.02, -0.02], [0.01, -0.04, -0.01], [-0.20, 0.81, -1.23], [0.34, 0.33, -0.22], [0.06, -0.04, 0.07], [0.00, 0.00, 0.00], [0.05, -0.10, -0.11], [0.09, -0.15, 0.18], [0.25, 0.92, 0.37], [0.05, 0.23, 0.02], [-0.04, 0.01, -0.02], [-0.11, 0.50, -0.15], [0.04, -0.03, 0.18], [-0.04, 0.01, 0.03], [0.11, 0.06, -0.08], [0.05, -0.01, 0.00], [0.03, -0.30, 0.15], [-0.29, -1.20, -0.86], [0.05, -0.27, -0.17], [0.06, -0.06, -0.07], [0.00, 0.05, -0.03], [-0.04, -0.01, 0.01], [0.03, -0.14, -0.03], [-0.03, -0.01, 0.14], [-0.01, 0.05, -0.01], [-1.63, 2.10, 2.91], [1.22, -0.12, 0.29], [-0.11, 0.01, 0.02], [-0.30, 0.13, -0.23], [-0.20, 0.17, -0.14], [0.33, 0.01, 0.29], [-0.01, -0.04, -0.02], [-0.22, 0.26, 0.17], [0.33, -0.01, 0.12], [0.01, 0.00, 0.03], [0.04, 0.08, 0.03], [-0.27, 0.12, 0.25], [0.04, -0.02, -0.01], [-0.02, 0.08, -0.04], [-0.06, 0.11, 0.02], [-0.06, 0.03, 0.04], [-0.16, 0.00, 0.04], [0.04, -0.14, 0.06], [0.10, 0.03, -0.15], [0.47, 0.12, 0.08], [-0.52, -0.29, -0.12], [0.08, -0.32, -0.14], [0.05, 0.38, 0.07], [1.19, -1.69, -0.78], [0.10, -0.42, 0.07], [0.04, -0.04, 0.01], [-0.36, 0.15, -0.16], [-1.38, 0.43, 0.39], [0.39, -0.05, 0.11], [-0.05, 0.12, 0.00], [0.07, -0.02, -0.08], [0.02, 0.03, 0.01], [-0.02, 0.22, -0.39], [-0.03, -0.04, 0.01], [-0.05, -0.07, -0.01], [0.05, -0.13, -0.06], [0.57, -0.90, -1.92], [0.04, -0.12, -0.12], [0.05, 0.07, -0.04], [-0.16, 0.02, 0.00], [0.13, 0.34, -0.21], [0.04, 0.05, 0.08], [-0.01, 0.01, -0.05], [0.14, 0.39, 0.09], [-0.31, -0.19, -0.11], [-0.05, 0.14, -0.03], [-0.02, -0.03, 0.01], [-0.12, -0.51, 0.11], [-0.03, 0.05, -0.02], [0.05, 0.04, 0.01], [0.11, -0.34, -0.36], [0.03, 0.06, -0.01], [0.38, 0.12, 0.15], [-0.01, 0.10, 0.03], [-0.54, -0.05, 0.72], [0.09, -0.15, -0.19], [-0.04, 0.12, 0.34], [0.00, -0.09, -0.04], [0.10, 0.07, 0.09]]}